1.
C20H42AlO2 as an isolated structure at a distorted geometry, computed with ωB97M-V with the def2-TZVPD basis set.

Properties
Frontier orbital gap, eV: 6.6889

```
! wB97M-V def2-TZVPD RIJCOSX def2/J DEFGRID3
* xyz -1 1
C -1.800 -5.984 6.438
C -1.127 -4.577 6.306
C -0.161 -4.452 5.083
C -0.913 -4.150 3.714
C -0.645 -5.360 2.766
C -1.179 -5.190 1.296
C -1.289 -3.717 0.798
C 0.082 -2.942 0.773
C 0.834 -3.030 -0.599
C 0.857 -1.694 -1.403
C 1.688 -0.552 -0.707
C 2.852 0.007 -1.583
C 2.427 1.143 -2.569
C 1.922 2.439 -1.814
C 2.424 3.767 -2.461
C 1.567 4.287 -3.669
C 0.024 4.023 -3.560
C -0.724 5.067 -4.486
Al -2.121 6.183 -3.515
O -2.578 5.587 -1.823
C -1.683 6.402 -1.046
C -1.949 7.892 -1.554
O -1.623 7.899 -2.939
H -1.120 -6.780 6.055
H -1.938 -6.217 7.520
H -2.786 -6.046 5.934
H -1.860 -3.743 6.325
H -0.498 -4.441 7.220
H 0.570 -3.643 5.311
H 0.439 -5.389 4.993
H -1.994 -3.976 3.915
H -0.493 -3.189 3.354
H 0.430 -5.624 2.741
H -1.197 -6.227 3.205
H -2.156 -5.698 1.130
H -0.456 -5.725 0.630
H -1.623 -3.772 -0.270
H -2.095 -3.143 1.310
H -0.133 -1.885 1.060
H 0.716 -3.372 1.576
H 0.344 -3.830 -1.200
H 1.881 -3.372 -0.419
H 1.287 -1.930 -2.407
H -0.184 -1.353 -1.615
H 2.141 -1.007 0.207
H 0.985 0.233 -0.351
H 3.316 -0.811 -2.184
H 3.658 0.379 -0.907
H 3.362 1.455 -3.096
H 1.706 0.800 -3.337
H 2.402 2.379 -0.803
H 0.832 2.391 -1.634
H 2.575 4.563 -1.697
H 3.446 3.549 -2.867
H 1.930 3.928 -4.660
H 1.691 5.398 -3.687
H -0.326 4.047 -2.509
H -0.175 3.020 -4.009
H 0.002 5.788 -4.944
H -1.234 4.572 -5.348
H -3.471 6.491 -4.322
H -0.630 6.229 -1.403
H -1.832 6.197 0.035
H -3.031 8.073 -1.338
H -1.363 8.634 -0.961
*
```



2.
C16H16FNOS in the gas phase, computed with ωB97M-V with the def2-TZVPD basis set.

Properties
Frontier orbital gap, eV: 9.3046
SMILES: O=C(CSCc1cccc(F)c1)NCc1ccccc1
Energy above the lowest of the compared OMol25 structures with the same formula, charge and spin, eV: 0.0533

```
! wB97M-V def2-TZVPD RIJCOSX def2/J DEFGRID3
* xyz 0 1
O -1.955 -1.147 2.145
C -1.992 -1.324 0.946
N -0.972 -1.795 0.211
H -1.092 -1.869 -0.788
C 0.303 -2.162 0.781
C 1.485 -1.541 0.083
C 2.573 -1.110 0.831
C 3.698 -0.596 0.210
C 3.744 -0.494 -1.169
C 2.661 -0.913 -1.922
C 1.542 -1.439 -1.301
H 0.716 -1.777 -1.910
H 2.689 -0.839 -3.000
H 4.620 -0.092 -1.656
H 4.538 -0.272 0.806
H 2.539 -1.180 1.909
H 0.273 -1.854 1.829
H 0.409 -3.256 0.748
C -3.259 -1.065 0.141
H -3.979 -0.520 0.752
H -3.697 -2.019 -0.158
S -2.980 -0.154 -1.405
C -2.560 1.503 -0.735
C -1.111 1.634 -0.401
C -0.180 1.802 -1.422
C 1.162 1.959 -1.134
C 1.602 1.942 0.178
C 0.671 1.743 1.180
C -0.678 1.593 0.917
H -1.365 1.446 1.736
F 1.093 1.708 2.460
H 2.642 2.073 0.428
H 1.872 2.103 -1.933
H -0.520 1.815 -2.447
H -3.198 1.662 0.133
H -2.841 2.195 -1.529
*
```



3.
C5H8O in the gas phase, computed with ωB97M-V with the def2-TZVPD basis set.

Properties
Frontier orbital gap, eV: 10.3964
SMILES: C[C@H]1CCC1=O
Energy above the lowest of the compared OMol25 structures with the same formula, charge and spin, eV: 0.8933

```
! wB97M-V def2-TZVPD RIJCOSX def2/J DEFGRID3
* xyz 0 1
C 1.758 -0.515 0.244
C 0.506 0.312 -0.038
C -0.614 0.015 -1.078
C -1.695 0.279 0.010
C -0.568 0.235 1.042
O -0.500 0.042 2.229
H 2.670 -0.011 -0.087
H 1.814 -0.649 1.332
H 1.742 -1.510 -0.209
H 0.779 1.364 -0.148
H -0.645 0.659 -1.968
H -0.610 -1.023 -1.406
H -2.154 1.267 -0.083
H -2.481 -0.466 0.158
*
```



4.
C39H59BaN3S2Sb2 as an isolated structure at a distorted geometry, computed with ωB97M-V with the def2-TZVPD basis set.

Properties
Frontier orbital gap, eV: 7.6829

```
! wB97M-V def2-TZVPD RIJCOSX def2/J DEFGRID3
* xyz 2 1
Ba -0.513 0.537 0.436
C 1.526 -2.901 -0.964
C 2.380 -2.227 0.099
N 2.275 -0.761 0.093
C 3.107 -0.064 -0.896
C 2.650 -0.154 -2.351
S 0.880 0.149 -2.666
C 0.272 -1.443 -3.302
C -0.465 -2.335 -2.302
N 0.162 -2.360 -0.980
H 1.533 -3.976 -0.768
H 1.968 -2.764 -1.947
H 3.420 -2.553 -0.020
H 2.039 -2.571 1.072
H 2.617 -0.444 0.997
H 4.141 -0.430 -0.868
H 3.137 0.988 -0.606
H 2.899 -1.113 -2.801
H 3.186 0.608 -2.914
H 1.127 -1.940 -3.755
H -0.415 -1.193 -4.110
H -0.546 -3.330 -2.754
H -1.480 -1.956 -2.173
H -0.419 -2.920 -0.365
S -0.891 5.056 4.352
C -1.865 3.743 4.839
C -1.591 2.660 4.073
N -0.626 2.853 3.107
C -0.181 4.083 3.153
H -2.560 3.823 5.660
H -2.064 1.694 4.179
H 0.584 4.470 2.493
C 0.233 0.445 8.138
C 0.874 1.436 7.405
C 0.924 1.354 6.019
C 0.340 0.270 5.365
C -0.318 -0.712 6.101
C -0.372 -0.621 7.487
Sb 0.577 0.037 3.266
C 1.070 -2.044 3.348
C -0.008 -2.928 3.267
C 0.176 -4.296 3.440
C 1.447 -4.793 3.689
C 2.532 -3.925 3.748
C 2.346 -2.559 3.580
C 2.483 0.969 3.091
C 3.512 0.687 3.992
C 4.743 1.319 3.866
C 4.955 2.247 2.853
C 3.927 2.567 1.977
C 2.700 1.926 2.098
H 0.211 0.502 9.219
H 1.345 2.268 7.912
H 1.423 2.136 5.456
H -0.780 -1.560 5.609
H -0.876 -1.390 8.057
H -1.012 -2.555 3.078
H -0.671 -4.969 3.390
H 1.594 -5.856 3.838
H 3.526 -4.313 3.931
H 3.208 -1.905 3.617
H 3.349 0.000 4.813
H 5.537 1.092 4.567
H 5.917 2.734 2.757
H 4.079 3.317 1.211
H 1.897 2.213 1.420
C -5.228 4.403 -1.137
C -4.357 3.395 -0.393
C -5.174 2.159 -0.020
C -3.780 4.038 0.870
Sb -2.644 2.635 -1.563
C -3.492 1.595 -3.318
C -3.824 0.189 -2.818
C -4.738 2.282 -3.869
C -2.418 1.516 -4.400
C -1.412 4.362 -2.181
C -0.360 3.874 -3.173
C -2.247 5.484 -2.793
C -0.715 4.832 -0.903
H -6.054 4.708 -0.485
H -5.665 3.990 -2.043
H -4.678 5.302 -1.403
H -5.980 2.450 0.663
H -4.568 1.404 0.490
H -5.640 1.697 -0.891
H -4.596 4.238 1.575
H -3.301 4.993 0.656
H -3.057 3.392 1.380
H -4.628 0.187 -2.080
H -2.948 -0.291 -2.371
H -4.149 -0.433 -3.660
H -5.576 2.226 -3.174
H -5.051 1.778 -4.791
H -4.556 3.328 -4.114
H -1.454 1.173 -4.014
H -2.269 2.477 -4.890
H -2.743 0.809 -5.173
H -0.786 3.626 -4.141
H 0.185 3.001 -2.807
H 0.368 4.677 -3.338
H -2.913 5.122 -3.579
H -1.585 6.232 -3.244
H -2.848 5.995 -2.042
H -0.079 4.043 -0.482
H -1.418 5.149 -0.133
H -0.069 5.687 -1.133
*
```



5.
A 2-piece molecular cluster, CHN3O2 overall at a distorted geometry, computed with ωB97M-V with the def2-TZVPD basis set.

Properties
Frontier orbital gap (alpha / beta), eV: 8.1850 / 7.2184
Energy above the lowest of the compared OMol25 structures with the same formula, charge and spin, eV: 1.2784

```
! wB97M-V def2-TZVPD RIJCOSX def2/J DEFGRID3
* xyz 0 3
C -0.426 -1.839 0.590
N -0.639 -0.788 1.049
N 0.785 1.134 -0.586
N -0.241 1.555 -0.503
O -0.967 2.418 -0.830
O 1.696 0.416 -0.274
H -0.207 -2.895 0.553
*
```



6.
A 2-piece molecular cluster, C3H7NO overall at a distorted geometry, computed with ωB97M-V with the def2-TZVPD basis set.

Properties
Frontier orbital gap, eV: 8.0973
SMILES: C=CN=C.O
Energy above the lowest of the compared OMol25 structures with the same formula, charge and spin, eV: 4.3119

```
! wB97M-V def2-TZVPD RIJCOSX def2/J DEFGRID3
* xyz 0 1
C 0.671 0.380 -0.463
C 0.320 1.603 -0.896
C -1.074 -1.059 -1.242
N 0.139 -0.817 -0.968
H 1.377 0.376 0.358
H -0.632 1.920 -1.298
H 1.028 2.414 -0.758
H -1.620 -1.879 -0.746
H -1.667 -0.578 -2.040
H -0.017 -0.592 3.467
H -0.446 -0.291 1.977
O 0.139 -0.045 2.696
*
```



7.
C8H12AlINO5P as an isolated structure at a distorted geometry, computed with ωB97M-V with the def2-TZVPD basis set.

Properties
Frontier orbital gap, eV: 5.7583

```
! wB97M-V def2-TZVPD RIJCOSX def2/J DEFGRID3
* xyz -2 1
C 3.523 0.986 -1.168
C 2.151 0.998 -1.108
C 1.456 0.710 0.180
C 0.206 -0.195 0.212
P 0.403 -1.817 -0.628
N 1.584 -1.932 -1.691
O 0.110 -0.612 1.586
Al -0.574 0.757 2.580
O -1.390 1.386 1.100
C -1.136 0.603 -0.028
C -2.450 -0.236 -0.227
C -2.898 -1.080 0.935
O -3.434 -0.697 1.894
I -2.661 -3.312 0.841
C -1.118 1.552 -1.292
O -0.347 2.529 -1.265
O -1.917 1.264 -2.233
H 4.117 1.865 -1.388
H 4.022 0.048 -0.940
H 1.546 1.237 -1.972
H 1.172 1.690 0.564
H 2.150 0.291 0.909
H -0.807 -2.147 -1.260
H 0.575 -2.771 0.385
H 2.248 -2.634 -1.391
H 0.585 1.736 3.142
H -1.475 0.096 3.730
H -2.426 -0.841 -1.126
H -3.244 0.488 -0.369
*
```



8.
C31H32N2O2PbSSb as an isolated structure, computed with ωB97M-V with the def2-TZVPD basis set.

Properties
Frontier orbital gap (alpha / beta), eV: 4.4649 / 4.6357
Energy above the lowest of the compared OMol25 structures with the same formula, charge and spin, eV: 0.0000

```
! wB97M-V def2-TZVPD RIJCOSX def2/J DEFGRID3
* xyz 3 1
Pb 0.645 -0.835 -2.534
O 3.393 -0.379 -2.340
C 4.322 0.357 -2.605
C 5.603 -0.170 -3.088
C 6.651 0.643 -3.249
C 6.529 2.065 -2.975
C 5.371 2.647 -2.568
C 4.199 1.872 -2.400
C 2.978 2.430 -2.058
N 1.750 1.831 -1.960
C 0.885 2.765 -1.631
C 1.545 4.018 -1.504
N 2.812 3.787 -1.773
H 5.649 -1.235 -3.270
H 7.608 0.263 -3.582
H 7.404 2.687 -3.120
H 5.365 3.718 -2.415
H -0.167 2.563 -1.496
H 1.163 4.994 -1.248
H 3.536 4.493 -1.765
S -1.581 0.137 -1.656
Sb -2.248 0.070 0.610
C -1.545 1.814 1.524
C -2.481 2.738 1.976
C -2.044 3.900 2.602
C -0.687 4.126 2.776
C 0.246 3.199 2.322
C -0.180 2.041 1.689
C -4.323 0.054 0.550
C -4.982 -0.564 1.611
C -6.369 -0.559 1.627
C -7.072 0.051 0.597
C -6.403 0.660 -0.457
C -5.017 0.668 -0.488
C -1.586 -1.619 1.638
C -0.859 -1.487 2.817
C -0.519 -2.628 3.532
C -0.917 -3.877 3.077
C -1.664 -3.999 1.910
C -2.003 -2.868 1.182
H -3.544 2.561 1.853
H -2.766 4.619 2.963
H -0.354 5.021 3.284
H 1.302 3.369 2.489
H 0.549 1.315 1.345
H -4.435 -1.051 2.411
H -6.899 -1.035 2.441
H -8.154 0.048 0.612
H -6.961 1.127 -1.257
H -4.496 1.136 -1.315
H -0.577 -0.509 3.193
H 0.034 -2.539 4.458
H -0.667 -4.761 3.649
H -2.004 -4.974 1.584
H -2.620 -2.963 0.295
C -0.474 -3.826 -2.219
C 0.604 -3.834 -1.164
O 0.970 -2.465 -0.823
C 2.123 -2.411 0.055
C 2.191 -1.049 0.693
H -0.822 -4.845 -2.390
H -0.104 -3.485 -3.194
H -1.333 -3.222 -1.918
H 1.499 -4.355 -1.511
H 0.257 -4.303 -0.243
H 3.017 -2.638 -0.529
H 1.994 -3.190 0.808
H 2.235 -0.255 -0.063
H 3.095 -0.969 1.296
H 1.330 -0.887 1.338
*
```



9.
C2H3N3O4 as an isolated structure at a distorted geometry, computed with ωB97M-V with the def2-TZVPD basis set.

Properties
Frontier orbital gap (alpha / beta), eV: 8.4776 / 8.4827
Energy above the lowest of the compared OMol25 structures with the same formula, charge and spin, eV: 5.8761

```
! wB97M-V def2-TZVPD RIJCOSX def2/J DEFGRID3
* xyz 0 1
C -1.991 -1.200 0.155
C -0.136 -0.062 0.947
N -2.748 -1.589 -0.589
N 1.808 -0.185 -0.937
N -0.372 1.040 0.057
O 0.588 1.715 -0.131
O -1.427 1.291 -0.511
O -1.166 -0.929 1.162
O 1.164 -0.900 -0.113
H 0.426 -0.038 1.919
H 2.589 0.321 -0.500
H 1.265 0.536 -1.460
*
```



10.
C13H30IO3P2Pt as an isolated structure at a distorted geometry, computed with ωB97M-V with the def2-TZVPD basis set.

Properties
Frontier orbital gap (alpha / beta), eV: 4.9520 / 5.2227
Energy above the lowest of the compared OMol25 structures with the same formula, charge and spin, eV: 4.8593

```
! wB97M-V def2-TZVPD RIJCOSX def2/J DEFGRID3
* xyz 3 5
C 1.819 4.990 -0.378
C 1.523 3.986 -1.314
H 1.269 5.965 -0.308
H 2.910 5.235 -0.811
H 1.881 4.432 0.564
O 0.546 3.529 -1.865
I 4.455 4.348 -0.240
Pt -0.528 -0.262 0.371
P -0.608 1.331 1.905
C -2.305 0.902 2.471
C 0.611 0.938 3.203
H 0.377 1.390 4.171
H -1.321 3.460 2.909
H 1.537 1.400 2.826
H 0.374 3.555 2.284
H -2.204 0.053 3.163
H 0.679 -0.155 3.276
C -0.657 3.219 2.050
H -2.806 1.753 2.954
H -1.061 3.697 1.135
H -2.878 0.589 1.577
P 1.444 0.244 -1.288
C 0.634 -0.240 -2.905
C 2.708 1.385 -2.091
H 3.349 -0.679 -0.215
H 3.254 -1.329 -1.855
H 2.211 -1.974 -0.561
C 2.665 -1.076 -0.968
H 3.333 1.809 -1.291
H 3.350 0.831 -2.811
H 1.338 -0.184 -3.761
H -0.251 0.404 -3.069
H 2.186 2.212 -2.589
H 0.285 -1.275 -2.833
C -1.994 -1.109 -0.511
O -3.138 -0.796 -0.655
C -1.770 -3.281 1.181
C -1.712 -3.407 -0.324
C -0.640 -4.422 -0.679
C -3.026 -3.789 -0.929
O -1.332 -2.214 -1.031
H -2.447 -4.069 1.537
H -2.139 -2.341 1.578
H -0.803 -3.457 1.655
H -0.960 -5.409 -0.295
H -0.475 -4.458 -1.765
H 0.310 -4.122 -0.210
H -3.736 -2.989 -0.746
H -2.865 -3.898 -1.998
H -3.393 -4.720 -0.514
*
```



11.
C5H5KO as an isolated structure at a distorted geometry, computed with ωB97M-V with the def2-TZVPD basis set.

Properties
Frontier orbital gap (alpha / beta), eV: 8.0130 / 9.8699
Energy above the lowest of the compared OMol25 structures with the same formula, charge and spin, eV: 0.0000

```
! wB97M-V def2-TZVPD RIJCOSX def2/J DEFGRID3
* xyz 1 2
C 2.512 1.381 -1.137
C 2.324 0.802 0.124
C 1.009 0.039 0.134
O 0.800 -0.963 0.793
K 1.977 -2.274 2.521
H 3.506 1.429 -1.580
H 1.662 1.812 -1.667
H 0.174 0.552 -0.382
C 3.305 0.376 0.960
C 4.242 -0.073 1.754
H 4.358 0.313 2.774
H 4.971 -0.821 1.418
*
```



12.
C5H14N2 in the gas phase at a distorted geometry, computed with ωB97M-V with the def2-TZVPD basis set.

Properties
Frontier orbital gap, eV: 9.5188
SMILES: C[C@H](N)CN(C)C
Energy above the lowest of the compared OMol25 structures with the same formula, charge and spin, eV: 2.6254

```
! wB97M-V def2-TZVPD RIJCOSX def2/J DEFGRID3
* xyz 0 1
N 2.060 0.905 1.500
C 1.104 -0.120 0.942
C 0.035 -0.690 1.976
C 0.180 0.649 -0.057
N -0.465 -0.293 -1.073
C -0.017 0.047 -2.431
C -1.896 -0.331 -0.916
H 1.616 1.548 2.033
H 2.957 0.487 1.972
H 1.708 -0.893 0.374
H 0.735 -1.041 2.928
H -0.852 -0.141 2.247
H -0.281 -1.635 1.619
H -0.584 1.080 0.588
H 0.714 1.441 -0.504
H 1.006 0.448 -2.576
H -0.844 0.725 -2.973
H -0.131 -0.883 -3.063
H -2.143 -0.738 0.062
H -2.557 0.481 -1.106
H -2.345 -1.047 -1.541
*
```



Calculated total energy (eV), listed in the same order as above: -32115.330; -33942.845; -7361.362; -81297.192; -9608.907; -6758.438; -44203.882; -62335.438; -14774.449; -49998.057; -23629.974; -8389.994